Entry 1:
A structure of composition C3H5N3O, computed with ωB97M-V/def2-TZVPD.

The calculation puts the energy above the lowest of the compared OMol25 structures with the same formula, charge and spin at 147.2 kcal/mol. For the gap between HOMO and LUMO, the calculation gives 7.483 eV. The calculation puts the LUMO energy at 0.07 eV. Its total energy is -356.622798 Ha. As for the charge: 0. As for the spin multiplicity: 1. For the highest occupied orbital energy, the calculation gives -7.4155 eV.

Element x y z (Å)
H  -1.37  2.28  -0.01
H  -1.17  -1.58  1.36
H  1.54  2.00  0.16
C  -0.21  0.71  -0.11
N  2.03  0.16  -0.15
O  -1.26  1.36  -0.25
H  -2.32  -0.97  -0.38
N  -1.19  -1.37  0.00
H  1.63  -2.05  -0.15
C  1.14  1.10  0.16
N  -0.06  -0.65  -0.39
C  1.24  -0.99  -0.23

Entry 2:
A cluster of 6 separate species, C45H37F5NO16S2 in total, computed with ωB97M-V/def2-TZVPD.

For the gap between HOMO and LUMO, the calculation gives 5.642 eV. The calculation puts the LUMO energy at -0.73 eV. Its total energy is -4290.879272 Ha. As for the charge: -1. As for the spin multiplicity: 1. For the highest occupied orbital energy, the calculation gives -6.3699 eV.

Element x y z (Å)
H  1.13  2.25  9.60
C  3.03  1.66  10.31
C  3.89  2.97  -6.36
C  0.88  -0.13  -0.34
H  -10.25  2.46  -3.44
H  -2.21  -2.59  -4.19
C  -1.27  -5.51  -5.79
C  -7.92  -0.08  -3.60
O  0.30  -0.04  9.78
H  2.79  -0.74  9.54
O  4.03  3.79  4.71
C  -0.01  -8.05  -6.10
H  -2.40  -1.53  -2.69
H  0.62  0.78  0.33
O  1.95  3.55  7.51
C  -1.95  -6.46  -6.43
C  2.73  5.29  -6.90
C  2.12  -1.54  9.82
O  -6.94  -0.50  -3.02
H  2.26  2.64  0.78
C  0.78  3.06  2.34
H  1.59  4.00  5.56
C  3.41  4.00  -7.41
H  -0.91  -0.39  -1.68
C  1.68  3.70  4.53
O  0.70  -4.88  -4.66
C  3.72  3.15  -4.81
C  -4.22  -3.44  -2.70
H  4.41  2.03  -6.77
O  -0.19  2.85  1.63
C  4.31  1.98  -3.91
H  4.23  3.08  2.22
C  3.06  3.57  4.00
O  1.99  -5.00  10.62
H  -1.29  -1.97  10.46
C  5.00  2.42  8.93
C  -0.51  -2.84  -2.77
H  1.49  -0.82  0.36
C  2.71  3.00  8.28
O  5.20  1.32  -1.43
C  -10.24  0.89  -4.97
S  1.97  0.41  -1.78
C  -0.25  -2.25  10.36
C  1.80  6.86  -4.94
C  -5.02  -2.15  -2.21
N  2.58  1.98  -1.45
C  -9.72  1.58  -3.77
C  -1.37  -7.81  -6.64
H  -9.92  -0.80  -6.32
C  -9.52  -0.31  -5.44
H  1.66  -7.26  -5.06
H  -0.35  -3.97  -2.92
H  -2.94  -6.30  -6.83
C  0.62  3.46  3.75
O  4.55  3.64  -1.65
C  2.54  -2.78  10.04
H  0.09  -2.27  -3.57
H  -0.50  -4.30  10.86
H  -5.26  -2.24  -1.10
C  4.17  3.03  8.08
O  -2.84  -3.62  -2.37
H  1.11  -2.69  -1.22
C  0.66  -7.10  -5.46
H  4.52  3.57  7.21
H  -1.14  -1.08  0.04
F  0.92  6.74  -3.85
H  2.68  1.12  11.18
H  6.08  2.44  8.79
F  5.74  1.95  -4.18
C  -2.07  -2.56  -3.04
C  1.60  -3.86  10.43
C  -0.39  -0.97  -0.83
F  1.19  7.49  -6.08
C  0.18  -3.50  10.57
H  2.82  4.58  -3.19
C  0.08  -5.75  -5.25
H  3.58  -3.07  9.93
O  -11.23  1.31  -5.56
H  -1.69  -4.52  -5.63
C  -8.64  1.12  -3.13
O  1.13  0.35  -3.06
O  -1.98  -8.68  -7.23
C  2.20  2.27  9.46
C  2.51  5.48  -5.36
H  0.40  -9.04  -6.26
H  -8.24  1.61  -2.25
H  3.57  3.79  -8.52
H  -0.54  -3.25  -0.58
C  3.22  3.17  2.59
C  0.69  -1.18  9.97
O  3.02  -0.66  -1.92
F  3.81  0.75  -4.40
C  -0.03  -2.49  -1.28
H  -0.39  3.55  4.12
H  -7.91  -1.65  -5.13
H  -5.99  -2.10  -2.84
F  2.87  7.76  -4.57
O  5.25  1.14  10.88
H  2.41  6.08  -7.67
C  3.00  4.42  -4.30
S  4.15  2.23  -2.07
O  -4.81  -4.34  -3.36
C  2.16  2.93  1.81
C  -8.44  -0.77  -4.80
H  -4.48  -1.16  -2.39
C  4.49  1.69  10.11

Entry 3:
A structure of composition C16H14I3N2OS2V, computed with ωB97M-V/def2-TZVPD.

The calculation puts the energy above the lowest of the compared OMol25 structures with the same formula, charge and spin at 2.0 kcal/mol. For the gap between HOMO and LUMO, the calculation gives 4.486 eV. The calculation puts the LUMO energy at -9.36 eV. Its total energy is -3435.738726 Ha. As for the charge: +2. As for the spin multiplicity: 1. For the highest occupied orbital energy, the calculation gives -13.8472 eV.

Element x y z (Å)
H  2.04  -1.81  -2.37
C  0.97  2.41  4.33
C  -0.21  -4.33  -2.50
N  -0.94  1.06  -0.80
C  -0.10  0.94  -1.76
H  0.50  2.29  6.40
H  0.22  -0.35  -5.16
H  -1.56  0.97  6.07
H  -2.28  0.32  3.84
C  0.24  -1.79  -3.55
H  -2.37  -0.61  2.05
I  0.58  4.50  -0.65
H  -3.15  0.84  1.41
H  1.50  -0.08  -3.99
H  1.62  -4.04  -1.42
C  -1.37  0.89  3.95
C  -2.30  0.17  1.29
V  1.31  2.39  0.26
C  1.13  -2.34  -2.64
C  -0.87  -2.53  -3.96
S  1.66  1.04  -1.42
C  0.91  -3.61  -2.11
C  0.55  2.02  3.06
H  -1.56  -2.12  -4.68
C  -1.09  -3.79  -3.43
H  -0.38  -5.32  -2.11
O  1.26  2.42  2.00
C  0.20  2.01  5.40
H  -1.95  -4.36  -3.75
C  -1.04  0.95  1.49
C  -0.97  1.26  5.21
N  -0.36  1.37  0.42
I  3.99  2.40  0.73
I  5.11  2.40  -1.66
C  0.47  -0.42  -4.11
H  1.86  3.00  4.45
C  -0.61  1.27  2.82
S  -0.67  0.82  -3.38
H  -2.35  -0.27  0.31

Entry 4:
A structure of composition C11H11BrN4O, computed with ωB97M-V/def2-TZVPD.

For the gap between HOMO and LUMO, the calculation gives 9.358 eV. The calculation puts the LUMO energy at 0.47 eV. Its total energy is -3293.715372 Ha. As for the charge: 0. As for the spin multiplicity: 1. For the highest occupied orbital energy, the calculation gives -8.8900 eV.

Element x y z (Å)
H  -1.31  1.10  -0.08
C  -0.66  0.85  -2.66
C  2.43  -2.27  0.81
H  -0.77  -2.43  2.20
C  1.30  -2.91  1.31
H  -1.86  -0.39  2.43
C  2.33  -0.81  0.57
Br  1.40  1.68  0.73
H  -0.95  1.18  2.27
C  0.13  -1.85  1.78
N  -1.50  -0.10  -2.02
H  -3.24  0.92  -1.87
C  0.14  -0.58  1.54
H  1.41  -1.72  -2.76
C  -1.05  0.14  1.61
H  1.29  -3.95  1.42
H  3.15  -2.83  0.60
H  3.29  -0.28  0.01
N  -1.92  0.32  0.51
C  0.42  -0.85  -2.50
H  -3.39  -1.14  -1.93
C  -2.76  -0.45  -0.13
H  -1.20  1.84  -2.79
N  -0.72  -1.14  -1.94
C  1.23  -0.23  1.15
C  -2.84  -0.31  -1.59
N  0.46  0.55  -2.73
O  -3.34  -1.25  0.55